#1
{
  "formula": "C15H19N3O4",
  "method": "ωB97M-V/def2-TZVPD",
  "multiplicity": 1,
  "lumo_ev": 0.48,
  "gap_ev": 8.723,
  "elements": ["C", "C", "C", "C", "C", "C", "C", "C", "C", "C", "C", "C", "C", "C", "C", "H", "H", "H", "H", "H", "H", "H", "H", "H", "H", "H", "H", "H", "H", "H", "H", "H", "H", "H", "N", "N", "N", "O", "O", "O", "O"],
  "positions_angstrom": [[0.57372, -1.49882, -1.26582], [-0.33072, -1.46963, -2.58019], [-0.43297, -1.92421, -0.14494], [0.06266, -1.98913, 1.23651], [0.03125, -3.18734, 1.94985], [0.56672, -0.95337, 2.14207], [1.04824, -1.64640, 3.24757], [0.79531, 0.45464, 2.10150], [1.65466, -0.99836, 4.29007], [1.28806, 1.07906, 3.22587], [1.77710, 0.33646, 4.31259], [-1.01737, 0.93746, -2.07577], [-2.54080, 1.26741, -2.13215], [-0.24877, 2.19724, -2.49901], [-0.64602, 3.52966, -1.76598], [2.41681, -0.63320, -1.21053], [1.25671, 0.19527, -0.35612], [1.33878, -2.31214, -1.43595], [-0.78837, -2.96124, -0.38095], [-1.32397, -1.38470, -0.33608], [-0.40626, -4.11743, 1.70375], [0.60778, -3.57276, 3.95514], [0.49546, 1.05872, 1.17944], [2.00244, -1.57052, 5.14412], [1.52828, 2.18912, 3.16851], [2.14189, 0.92342, 5.19790], [-1.49764, -0.35098, -3.70193], [-0.77636, 0.86061, -0.96858], [-0.56273, 2.30594, -3.52137], [1.42881, 1.19293, -2.04723], [-0.49013, 3.41629, -0.66496], [-0.08304, 4.37383, -2.13154], [-1.65766, 3.65597, -2.07207], [-3.96927, 1.76044, -0.97472], [1.43673, -0.29276, -1.15388], [0.70420, -2.97336, 3.12755], [-0.75178, -0.24780, -2.98573], [-0.56845, -2.55307, -3.08157], [-3.25710, 1.12741, -3.07857], [1.15618, 2.02256, -2.43383], [-2.96239, 1.75278, -0.98296]]
}


#2
{
  "formula": "C15H19N3O4",
  "method": "ωB97M-V/def2-TZVPD",
  "multiplicity": 1,
  "lumo_ev": 0.30,
  "gap_ev": 8.261,
  "elements": ["C", "C", "C", "C", "C", "C", "C", "C", "C", "C", "C", "C", "C", "C", "C", "H", "H", "H", "H", "H", "H", "H", "H", "H", "H", "H", "H", "H", "H", "H", "H", "H", "H", "H", "N", "N", "N", "O", "O", "O", "O"],
  "positions_angstrom": [[0.26570, -0.28767, 0.62747], [1.18941, -1.20980, -0.12359], [-1.11284, -0.98024, 1.06475], [-2.24160, -0.95542, 0.03757], [-2.52464, -1.89512, -0.81878], [-3.32960, 0.08559, 0.14421], [-4.35616, -0.53265, -0.57604], [-3.49675, 1.44572, 0.44976], [-5.60926, 0.14081, -0.62380], [-4.76905, 1.99092, 0.57056], [-5.85450, 1.30821, -0.04294], [3.18146, 0.46984, 0.01320], [2.93776, 1.47297, -0.93422], [4.67956, 0.24476, 0.34652], [4.82795, -0.56332, 1.66128], [-0.49422, 0.82787, -1.03396], [0.97092, 1.04176, -0.49047], [1.01025, -0.04752, 1.42433], [-1.39389, -0.39225, 2.06233], [-0.78657, -2.02878, 1.22020], [-2.01455, -2.74818, -1.19430], [-4.20987, -2.33133, -1.73231], [-2.76058, 1.95903, 1.04824], [-6.43969, -0.38253, -1.08038], [-4.88854, 3.07070, 1.00184], [-6.88409, 1.66524, 0.05833], [3.19704, -1.46812, -0.63692], [2.63694, 1.00336, 0.91311], [5.10831, 1.24245, 0.45883], [5.32591, -0.17475, -1.45918], [5.91342, -0.75904, 2.02769], [4.37254, -0.11828, 2.56399], [4.30761, -1.47807, 1.47454], [2.87164, 1.48638, -2.94696], [0.02554, 0.87276, -0.11699], [-3.94602, -1.77345, -0.92795], [2.54205, -0.85817, -0.23971], [0.70926, -2.21257, -0.65016], [2.85807, 2.63047, -0.72830], [5.23297, -0.57947, -0.60484], [2.94812, 0.81789, -2.20696]]
}


In terms of stability, #1 leads; the second structure lies 53.2 kcal/mol higher.


#1
{
  "formula": "CH5NO4S",
  "method": "ωB97M-V/def2-TZVPD",
  "multiplicity": 1,
  "lumo_ev": 0.71,
  "gap_ev": 10.580,
  "elements": ["C", "N", "O", "O", "O", "O", "S", "H", "H", "H", "H", "H"],
  "positions_angstrom": [[-1.39919, -1.30792, 0.51602], [0.20671, 1.14481, -0.86809], [1.49082, -1.17884, -0.40122], [1.81321, 0.58253, 1.20608], [0.88032, 2.34586, -0.99841], [-0.41854, -0.44917, 1.10700], [0.95759, -0.07748, 0.32588], [-1.60662, -2.10616, 1.33335], [-0.74826, -1.84616, -0.32076], [-2.17465, -0.64568, 0.13250], [0.22614, 0.64492, -1.76117], [0.77246, 2.89329, -0.27118]]
}


#2
{
  "formula": "CH5NO4S",
  "method": "ωB97M-V/def2-TZVPD",
  "multiplicity": 1,
  "lumo_ev": -0.36,
  "gap_ev": 10.540,
  "elements": ["C", "N", "O", "O", "O", "O", "S", "H", "H", "H", "H", "H"],
  "positions_angstrom": [[-1.55915, -1.26537, -0.67864], [1.43001, 0.42077, 1.12871], [-3.79757, -2.27804, -1.38079], [-4.11910, -0.29020, 0.05306], [-3.37007, 0.01864, -2.20458], [-0.77093, -1.29721, -1.56523], [-3.40125, -0.98854, -0.95193], [-1.29278, -1.62000, 0.46944], [0.91561, 0.91098, 0.44452], [2.27870, 0.22932, 0.52995], [1.74669, 1.20055, 1.75819], [-2.72357, -0.23146, -2.81008]]
}


In terms of stability, #2 leads; the second structure lies 41.0 kcal/mol higher.


#1
{
  "formula": "C5H15N3",
  "method": "ωB97M-V/def2-TZVPD",
  "multiplicity": 1,
  "lumo_ev": 0.87,
  "gap_ev": 8.029,
  "elements": ["C", "C", "N", "N", "H", "H", "H", "H", "H", "H", "H", "H", "C", "C", "C", "N", "H", "H", "H", "H", "H", "H", "H"],
  "positions_angstrom": [[0.77681, -1.62319, 1.32849], [0.96789, -0.31917, -1.46602], [0.56489, -0.36836, 0.60749], [1.42027, 0.64854, 1.16675], [1.23615, 1.50415, 0.64841], [2.37478, 0.38008, 0.92956], [0.39505, -1.56090, 2.35090], [1.84561, -1.84576, 1.37908], [0.28399, -2.43173, 0.79447], [1.87095, -0.84502, -1.14291], [0.37974, -1.00099, -2.06653], [1.24895, 0.57807, -2.00781], [-0.63529, 2.16925, -1.04943], [-1.85997, -0.99447, 0.34591], [-0.84864, 0.15280, 0.31812], [-0.76179, 0.73666, -0.96261], [-1.07300, 0.85954, 1.13033], [-0.24657, 2.67172, -0.14365], [-1.59266, 2.66037, -1.27920], [0.04105, 2.43695, -1.87712], [-2.83569, -0.57946, 0.09405], [-1.62620, -1.73983, -0.41699], [-1.92634, -1.48924, 1.31869]]
}


#2
{
  "formula": "C5H15N3",
  "method": "ωB97M-V/def2-TZVPD",
  "multiplicity": 1,
  "lumo_ev": [0.83, 0.83],
  "gap_ev": [7.443, 7.444],
  "elements": ["C", "C", "C", "C", "C", "N", "N", "N", "H", "H", "H", "H", "H", "H", "H", "H", "H", "H", "H", "H", "H", "H", "H"],
  "positions_angstrom": [[-0.42815, 0.49254, 0.24854], [0.60780, -0.14666, 0.97136], [1.52897, -0.76813, -1.75341], [-0.19149, 1.80921, -0.43706], [-1.86793, 0.10354, 0.43150], [0.22572, -0.92269, -1.13438], [-0.00940, -2.29773, -0.91732], [0.23863, 0.91643, 2.44536], [0.60989, -2.72269, -0.22016], [-0.97470, -2.45598, -0.65016], [-0.68332, 0.77505, 2.85327], [0.38430, 1.91281, 2.29850], [0.42388, -1.11930, 1.41093], [1.63417, 0.14618, 0.79320], [1.56477, -1.29628, -2.71522], [1.72157, 0.28744, -1.96041], [2.36532, -1.15613, -1.14558], [-0.45843, 1.69161, -1.49246], [-0.82212, 2.59585, -0.01740], [0.85071, 2.12627, -0.38305], [-2.28709, -0.11598, -0.55619], [-1.98460, -0.77602, 1.06527], [-2.44848, 0.92065, 0.86486]]
}


#3
{
  "formula": "C5H15N3",
  "method": "ωB97M-V/def2-TZVPD",
  "multiplicity": 1,
  "lumo_ev": 1.09,
  "gap_ev": 9.506,
  "elements": ["C", "C", "C", "C", "H", "H", "H", "H", "H", "H", "H", "H", "H", "H", "N", "N", "C", "N", "H", "H", "H", "H", "H"],
  "positions_angstrom": [[-2.07235, 0.84699, 0.29367], [-2.86273, -0.05327, -0.59717], [-1.52581, 0.48159, 1.43931], [0.78174, -1.05010, -1.57386], [-1.98920, 1.87399, -0.05046], [-2.83158, -1.08259, -0.24382], [-2.47689, -0.00960, -1.61760], [-3.90359, 0.27446, -0.62490], [-0.97935, 1.17227, 2.05867], [-1.62301, -0.52398, 1.81596], [0.66402, -0.69690, 1.05480], [-0.25528, -1.05976, -1.22492], [1.17889, -2.06271, -1.53699], [0.81313, -0.69099, -2.59696], [1.17346, 1.15445, -0.91381], [2.41433, 0.34576, 1.39051], [1.67318, -0.62637, 0.61228], [1.62188, -0.18352, -0.77314], [0.33134, 1.31087, -0.35007], [1.90616, 1.75220, -0.54743], [2.47900, 0.04002, 2.35432], [3.35933, 0.42120, 1.02180], [2.12334, -1.63396, 0.60970]]
}


In terms of stability, #3 leads; the second structure lies 70.4 kcal/mol higher.